a | This record from OMol25 describes a molecular structure, C23H32N6O4SSb2V. The level of theory is ωB97M-V/def2-TZVPD.

Values from the calculation:
⟨S²⟩: 3.76
2S+1: 4

Each line ends with the Löwdin spin population.
Cartesian coordinates (Å):
Sb: -0.07021 1.00071 -0.83279  0.035
H: 6.27767 -1.40236 -2.15471  0.000
C: -2.74289 2.64028 -1.15452  0.000
H: 1.52890 -0.27518 -2.62163  0.000
H: 4.37957 -4.01441 -0.34113  0.000
H: -0.88902 -1.41008 4.16166  0.000
H: -1.50868 3.83300 -2.43394  0.000
C: -4.43847 1.40765 0.28937  0.001
C: 2.29727 -3.53392 -0.26261  0.003
N: 4.54933 -1.22752 -1.06120  0.005
C: -4.33051 3.89026 0.15085  0.000
H: -5.14857 3.90331 0.86197  0.000
H: 0.82973 -7.01590 -3.07622  0.000
H: -4.67102 0.69835 -0.50645  0.000
H: 6.31298 1.01197 -2.84050  0.000
C: 0.67110 0.38466 -2.73333  0.005
C: 0.98396 0.58722 3.46373  0.023
C: 5.52710 0.61372 -2.21680  0.006
H: 0.16875 -3.27908 -0.34567  0.000
C: -2.83902 5.06345 -1.30710  0.000
C: -3.84963 5.08419 -0.35632  0.000
V: 1.18308 0.07781 1.36484  2.727
C: -2.06950 1.37778 -1.59114  0.002
C: -4.79514 -0.53241 2.80051  0.001
C: -2.30450 3.84830 -1.69687  0.000
C: 4.48247 1.40185 -1.75653  0.000
H: -0.12573 -0.14258 -3.25736  0.000
H: -5.37392 1.64840 0.79881  0.000
H: -4.27878 6.02253 -0.02939  0.000
H: 1.14786 -0.64029 4.99878  0.001
C: 3.60281 -0.37530 -0.65768  0.007
N: 3.51565 0.93016 -0.98201  0.013
H: -1.88341 1.40617 -2.66711  0.000
O: 0.22216 1.23591 2.65774  0.034
C: -3.04442 2.10233 2.99057  0.000
H: -5.04733 -1.50886 2.39050  0.000
H: -2.49325 2.89359 2.48456  0.000
N: 0.46645 -0.01789 4.58940  0.007
H: 4.06195 -5.87107 -1.94517  0.000
N: 2.56199 -0.81241 0.11157  0.032
H: -4.05001 2.45460 3.22664  0.000
C: 0.83546 -4.87536 -1.60517  0.000
C: 3.39256 -4.26586 -0.70374  0.000
H: -5.67068 0.11641 2.76090  0.000
H: -2.66130 0.48768 -1.38854  0.000
Sb: -3.17594 0.38532 1.72927  0.005
N: 1.75242 -6.62755 -2.98886  0.000
C: -3.81283 2.65526 -0.24502  0.000
H: -4.49713 -0.65691 3.84230  0.000
C: 5.50192 -0.71584 -1.83070  0.000
H: 1.55742 3.02910 -0.16760  0.001
H: -1.17304 -0.54829 5.53870  0.000
C: 1.01949 -3.84240 -0.70827  0.000
C: 0.63932 3.01242 -0.75280  0.005
H: 0.85004 3.38824 -1.75409  0.000
H: -2.46868 5.98424 -1.73840  0.000
C: 3.20929 -5.30032 -1.59791  0.000
H: 2.49131 -7.30433 -3.06856  0.000
C: 1.92809 -5.61835 -2.06249  0.000
H: -2.51259 1.83441 3.89925  0.000
O: 2.21255 0.44237 3.21624  0.036
H: -0.11558 3.63513 -0.27605  0.000
N: -0.85696 -0.48547 4.57965  0.001
H: 4.42048 2.45305 -2.01933  0.000
H: -0.16079 -5.11655 -1.95598  0.000
O: 1.25704 -2.04874 1.59360  0.036
O: 3.71552 -2.51165 1.63587  0.001
H: 0.96103 1.26248 -3.31017  0.000
S: 2.54484 -2.22745 0.86459  0.010

=====

b | This record from OMol25 describes a molecular structure, C23H32N6O4SSb2V. The level of theory is ωB97M-V/def2-TZVPD.

Values from the calculation:
⟨S²⟩: 3.76
2S+1: 4

Each line ends with the Löwdin spin population.
Cartesian coordinates (Å):
H: 5.30144 -0.82749 -4.33451  0.000
C: -0.77689 -0.76240 3.19576  0.031
H: 2.50576 2.32737 -2.54902  0.000
H: 0.02715 -3.20807 1.70344  0.000
O: 0.47801 3.65441 -1.45578  0.003
N: 0.86417 2.55675 1.86242  0.015
H: 1.09438 -4.18196 0.67692  0.000
C: -1.15006 -2.96298 -1.32091  0.009
H: -1.85399 -3.15360 -0.51174  0.000
O: 0.41011 1.57343 -0.59134  0.035
N: -4.87855 3.29929 5.26104  0.000
H: 6.95514 -1.24341 -2.56557  0.000
C: 3.27583 -2.35351 -2.11279  0.000
H: -4.12355 3.59307 5.85602  0.000
C: 5.92852 -1.55481 -2.42361  0.000
H: 0.55671 3.01614 2.71096  0.000
O: -4.73292 0.81209 -0.73270  0.000
H: 6.25205 -2.38879 -0.46094  0.000
C: 4.99444 -1.32295 -3.42001  0.000
C: 4.21933 -2.59081 -1.11447  0.000
C: -1.60555 -1.34167 4.13501  -0.001
H: -5.89182 0.89888 1.53170  0.000
N: -3.37073 -1.37156 2.51586  -0.003
H: -1.25729 -1.55752 5.13370  -0.001
Sb: 1.36173 0.27213 -3.77658  0.002
H: 3.80027 1.22774 -3.12904  0.000
H: 1.33502 0.91872 -6.41550  0.000
H: 0.25060 -0.48991 3.40739  0.002
N: 0.52655 3.39675 0.77758  0.002
C: 5.53944 -2.19452 -1.25126  0.000
C: 2.83154 1.29058 -2.62770  0.000
H: 1.26361 2.39072 -5.43420  0.000
H: 1.30632 -2.89058 -2.84584  0.000
C: -5.16772 1.48445 2.08031  0.000
C: -2.51570 -0.81585 1.67742  0.036
C: 0.47344 2.88289 -0.52642  0.010
C: 0.90457 -3.17842 1.05667  0.008
N: -1.22155 -0.51102 1.97006  0.018
H: -1.66149 -2.37683 -2.08206  0.001
H: 1.76148 -2.84743 1.64325  0.000
C: 1.73965 1.41624 -5.53495  0.000
H: 2.81592 1.54628 -5.64849  0.000
C: 3.66150 -1.70966 -3.28563  0.000
H: 1.87157 2.41616 1.91525  0.000
H: -2.01621 2.72305 1.77301  0.003
H: 1.87233 -3.83268 -1.47315  0.000
C: -3.91539 1.73099 1.52274  0.003
S: -3.52582 0.94710 0.01572  0.011
H: -2.57729 3.61266 3.99306  0.000
V: -0.87056 0.40931 0.19983  2.698
H: 3.90648 -3.10631 -0.21148  0.000
H: -3.59697 -2.08264 4.43267  0.002
Sb: 0.51429 -1.85483 -0.56990  0.032
C: 1.86612 -2.83469 -1.91456  -0.002
H: 1.98459 -2.22052 -4.52997  0.000
C: -2.90050 -1.62841 3.73637  0.035
O: -2.40576 1.71641 -0.60052  0.018
H: 3.12741 -1.09895 -5.27823  0.000
H: -6.46422 1.81949 3.74403  0.000
C: -5.48238 1.99736 3.32228  0.001
N: -2.82188 -0.47672 0.34328  0.022
C: -2.97804 2.48830 2.21924  0.005
H: 2.90578 0.87031 -1.62872  0.000
C: 2.64668 -1.37561 -4.33923  0.000
C: -4.54755 2.75300 4.03514  0.001
H: -0.80744 -3.90933 -1.74032  0.001
H: -5.65589 2.89375 5.75272  0.000
H: 0.93829 4.32360 0.77302  0.000
C: -3.29451 2.99705 3.46328  0.001

=====

Q: Which of them is the least stable? A: b.

=====

a | This record from OMol25 describes a gas-phase ion, C10H15N2 (charge +1). The level of theory is ωB97M-V/def2-TZVPD.

Values from the calculation:
Total charge: +1
SMILES: CC(C)C1=[N+]=NC2=CCCC[C@H]21

Each line ends with the natural charge from an NBO analysis.
Cartesian coordinates (Å):
H: -1.09843 -1.00374 -0.18618  0.336
H: -1.12263 -2.06467 2.99206  0.261
H: 2.19224 -3.27524 0.24973  0.267
C: -1.30288 2.60668 -0.44959  -0.612
H: -1.49475 2.44111 0.58809  0.234
C: 0.57503 -2.80521 1.79007  -0.487
H: -1.36780 0.04216 1.63521  0.234
H: 1.28640 -2.53574 2.60199  0.264
H: 0.77021 2.68744 -0.47262  0.325
C: 0.28299 0.75012 -0.72103  0.634
C: 0.27184 2.45030 -2.51681  -0.554
H: -1.99151 2.18322 -1.18799  0.225
C: 0.88028 -1.67748 -0.33419  0.033
H: 0.37381 -3.89656 1.99781  0.265
H: 0.47169 -0.02447 2.05124  0.227
C: -0.66351 -1.99052 1.92073  -0.437
C: 0.01131 2.12110 -0.95479  -0.407
N: 1.63142 -1.14139 -1.38705  -0.028
C: -0.11772 -0.58543 -0.00295  -0.440
H: 1.31147 2.49510 -2.70292  0.243
H: -0.15770 1.77856 -3.19085  0.228
N: 1.49746 0.03028 -1.61007  -0.146
C: -0.40428 -0.57830 1.49007  -0.370
H: -1.55714 -2.42013 1.40828  0.228
H: -0.07054 3.51689 -2.69710  0.241
H: -1.41218 3.61860 -0.77360  0.245
C: 1.20489 -2.72269 0.46244  -0.010

=====

b | This record from OMol25 describes 2 unconnected molecules or ions with the total composition C10H15N2. The level of theory is ωB97M-V/def2-TZVPD.

Values from the calculation:
Total charge: +1

Each line ends with the natural charge from an NBO analysis.
Cartesian coordinates (Å):
N: 1.28778 -1.96667 3.32247  -0.388
C: -2.45732 1.01198 0.45230  -0.436
C: 2.92836 -1.64708 1.63510  -0.237
C: 0.50142 -1.10516 2.73097  0.089
H: -1.34151 0.38181 -3.34346  0.201
C: -0.36609 -0.02314 -3.12693  -0.373
C: 0.81678 -0.49805 1.49872  -0.216
H: 3.03644 -3.01348 3.31217  0.221
H: 0.44708 0.39222 -3.69981  0.208
H: 1.49079 1.66853 0.20757  0.258
H: 2.38469 -0.36565 0.01630  0.232
C: -0.19102 -0.98324 -2.24026  -0.414
C: 2.45879 -2.26395 2.79269  0.103
C: 0.41874 1.56561 0.08195  -0.722
H: -3.05591 1.43381 1.26262  0.241
H: -1.01272 -1.42468 -1.70009  0.189
H: -1.68799 -0.55853 1.56397  0.427
N: -1.38202 0.22615 0.99538  -0.438
H: -0.05572 2.49124 0.40464  0.266
H: -0.39460 -0.84469 3.28064  0.197
H: 3.91094 -1.86796 1.24971  0.246
H: -3.11157 0.36741 -0.13727  0.241
H: -2.09062 1.81274 -0.18085  0.234
H: 0.77857 -1.41076 -2.04098  0.198
C: 2.08613 -0.78105 0.96745  -0.114
C: -0.10111 0.41528 0.85357  0.497
H: 0.19742 1.42483 -0.97966  0.288

=====

Q: Which of them is the least stable? A: a.

=====

a | This record from OMol25 describes C15H18N2O4S in the gas phase. The level of theory is ωB97M-V/def2-TZVPD.

Values from the calculation:
SMILES: O=c1[nH]oc(NS(=O)(=O)c2ccccc2)c1C1CCCCC1

Each line ends with the natural charge from an NBO analysis.
Cartesian coordinates (Å):
C: 2.23278 1.18929 1.34033  -0.397
S: -2.30769 -2.78317 -0.11694  2.234
O: -2.44700 -3.69753 1.02930  -0.893
H: 2.76380 2.83019 2.73813  0.211
C: 1.13498 0.83508 0.32813  -0.421
C: -1.35828 0.93417 -0.16219  -0.247
C: -0.25251 1.18563 0.84488  -0.157
C: -1.53113 1.68852 -1.43594  0.607
H: -1.33777 2.83938 1.53995  0.211
O: -3.37501 -2.88146 -1.13603  -0.875
H: -1.33988 -2.09468 -2.75255  0.255
C: -0.30566 2.56128 1.31264  -0.429
C: 1.86923 -2.58273 -1.91361  -0.196
C: 0.79436 -2.13510 -2.58252  -0.189
H: -0.55920 0.63013 1.82797  0.181
H: 3.24148 0.92244 0.88043  0.215
H: 0.90060 -1.61251 -3.55476  0.227
H: 2.18797 0.56058 2.26213  0.193
H: 2.78821 -2.61033 -2.42540  0.219
H: 1.15961 -0.13958 0.05599  0.206
N: -2.52575 1.11523 -2.19330  -0.342
N: -2.29631 -1.17187 0.55235  -0.833
C: -0.66598 -2.64812 -0.76953  -0.354
H: -1.77581 -1.16670 1.37014  0.423
H: 2.61081 -3.51972 -0.17238  0.222
C: -0.49484 -2.21239 -2.06612  -0.190
H: 2.35598 3.40986 1.21628  0.202
H: 0.43512 3.87538 2.80027  0.220
H: -2.97288 1.61635 -3.00210  0.440
H: 0.42405 2.05988 3.23563  0.175
C: 0.67133 2.84974 2.42206  -0.382
O: -0.82550 2.50443 -1.91067  -0.624
H: 1.34803 1.41502 -0.59968  0.223
H: 0.37440 -3.38125 1.00461  0.235
C: -2.23220 -0.10184 -0.30226  0.500
H: -0.04461 3.35735 0.55622  0.218
O: -2.97076 0.02710 -1.45929  -0.306
C: 1.76916 -3.13600 -0.63428  -0.188
C: 0.45170 -3.14094 -0.03528  -0.178
C: 2.10515 2.60884 1.90745  -0.414

=====

b | This record from OMol25 describes C15H18N2O4S in the gas phase. The level of theory is ωB97M-V/def2-TZVPD.

Values from the calculation:
SMILES: CNC(=O)c1sc(-c2cc(OC)c(OC)c(OC)c2)nc1C

Each line ends with the natural charge from an NBO analysis.
Cartesian coordinates (Å):
H: 5.09323 1.13672 0.71866  0.229
O: -4.49747 0.05538 1.30230  -0.541
C: -1.43287 0.57314 -0.60747  -0.280
C: 4.41406 0.35381 1.08808  -0.649
H: 5.45151 -2.31910 -3.59794  0.197
C: 0.94025 0.61498 0.03716  0.058
C: -1.68256 -1.50615 4.08907  -0.255
C: -0.45701 0.37544 0.34109  -0.100
C: 3.09433 0.47812 -1.14577  -0.351
C: -3.14877 -0.05717 0.95317  0.304
N: 1.96111 0.43165 0.83424  -0.432
C: 3.97351 0.06274 -2.23688  0.640
C: -4.92701 1.15690 2.08666  -0.236
H: 3.82444 -2.67024 -4.11895  0.207
H: 4.66342 -1.01469 -4.41450  0.224
O: -2.58046 -0.76343 3.20203  -0.514
H: -4.75142 0.91027 3.16506  0.178
H: -4.44142 1.29843 -3.09571  0.201
C: 4.48915 -1.84926 -3.79469  -0.420
H: -0.16979 -0.13421 2.29462  0.219
H: 3.14525 -1.71711 -2.19825  0.387
O: 4.56969 0.92707 -2.84244  -0.575
C: -2.17874 -0.35857 1.92578  0.217
H: -0.60616 -1.52099 3.77720  0.188
H: -3.05332 2.22391 -2.49172  0.182
H: -1.15317 0.95032 -1.55623  0.204
N: 3.97622 -1.31886 -2.54164  -0.609
H: -1.85686 -1.11629 5.11259  0.203
H: 4.24228 0.68629 2.12369  0.238
H: -1.92454 -2.56081 3.99216  0.186
O: -3.83204 0.67092 -1.23536  -0.485
C: -2.79445 0.36353 -0.41651  0.274
C: -3.58359 1.27010 -2.53472  -0.243
H: 4.79207 -0.68371 0.96180  0.232
C: -0.95780 -0.04461 1.57219  -0.218
H: -2.89337 0.60499 -3.07822  0.173
C: 3.16921 0.52280 0.23557  0.177
S: 1.47015 0.66529 -1.62692  0.423
H: -6.00953 1.32471 1.86575  0.194
H: -4.33755 1.97768 1.85507  0.171

=====

Q: Which of them is the least stable? A: a.